[1]
# C5H8N2

C5H8N2 in the gas phase in a non-equilibrium geometry (the ωB97M-V functional and the def2-TZVPD basis, the Open Molecules 2025 dataset).

Results
- HOMO-LUMO gap (spin up / spin down): 8.3 / 8.1 eV
- Electronic energy: -8290.26078 eV
- Spin multiplicity: 1
- LUMO (spin up / spin down): -0.26 / -0.62 eV
- Relative energy (zero: lowest compared OMol25 entry of this formula, charge and spin): 456.91 kJ/mol

CARTESIAN COORDINATES (ANGSTROEM)
C 1.3844 -0.5042 -0.9671
C 0.5068 -0.0923 0.2038
C -0.3268 1.2145 -0.0340
N -1.6864 0.8501 0.3442
C -1.4691 -0.2220 1.2119
C -0.5786 -1.3150 0.5217
N -0.4141 -2.4550 0.2192
H 0.7951 -0.6604 -1.8749
H 2.1067 0.3012 -1.1589
H 1.9335 -1.4223 -0.7539
H 1.1203 -0.0092 1.1056
H -0.2924 1.5538 -1.0758
H 0.0601 2.0133 0.6088
H -2.2257 0.5538 -0.4643
H -0.9866 0.1238 2.1355

Löwdin population analysis, charges in e, atoms 1 to 8: -0.092 -0.277 -0.175 -0.073 -0.052 -0.363 0.201 0.084

---

[2]
# C5H8N2

A gas-phase ion, C5H8N2 (charge +2) in a non-equilibrium geometry (the ωB97M-V functional and the def2-TZVPD basis, the Open Molecules 2025 dataset).

Results
- Total charge: +2
- HOMO-LUMO gap: 7.0 eV
- Electronic energy: -8269.17444 eV
- Spin multiplicity: 1
- LUMO: -12.47 eV
- Relative energy (zero: lowest compared OMol25 entry of this formula, charge and spin): 472.20 kJ/mol

CARTESIAN COORDINATES (ANGSTROEM)
C -2.1392 -0.1021 -0.1339
C 0.1120 -2.1211 0.4356
C 0.1585 0.9616 0.1155
C 0.8548 -0.1376 -0.7016
C -1.2363 0.8638 0.4120
N 1.0284 -1.3643 0.0734
N -2.0256 -1.3150 -0.3518
H -3.1656 0.2861 -0.3404
H -0.0336 -3.0444 0.9775
H 0.7111 1.2335 1.0356
H 0.2778 1.9371 -0.4184
H 0.2764 -0.3756 -1.6051
H 1.8366 0.2171 -1.0250
H -1.6614 1.5904 1.1095
H 2.0193 -1.6066 0.2756

Löwdin population analysis, charges in e, atoms 1 to 8: -0.182 0.308 -0.088 -0.092 0.201 0.060 0.345 0.188

---

[3]
# C5H8N2

A gas-phase ion, C5H8N2 (charge +2) in a non-equilibrium geometry (the ωB97M-V functional and the def2-TZVPD basis, the Open Molecules 2025 dataset).

Results
- Total charge: +2
- HOMO-LUMO gap: 11.2 eV
- Electronic energy: -8272.76132 eV
- SMILES: C#[N+][C@H]1C=[NH+]CC1
- Spin multiplicity: 1
- LUMO: -9.57 eV
- Relative energy (zero: lowest compared OMol25 entry of this formula, charge and spin): 126.12 kJ/mol

CARTESIAN COORDINATES (ANGSTROEM)
C -1.6553 -1.9598 -1.9383
C -0.3111 -0.3688 1.5353
C 0.7180 0.0989 -0.6008
C 0.9580 1.2470 0.4733
C -0.6270 -0.3741 -0.1777
N 0.4271 0.6519 1.6454
N -1.0543 -1.2795 -1.2671
H -2.0530 -2.2231 -2.9287
H -0.7134 -1.1052 2.2712
H 0.7227 0.5774 -1.5890
H 1.6669 -0.4813 -0.4400
H 2.0354 1.5777 0.5684
H 0.3912 2.2327 0.1271
H -1.2300 0.5100 -0.2438
H 0.7249 0.8963 2.5647

Löwdin population analysis, charges in e, atoms 1 to 8: 0.375 0.216 -0.122 -0.102 -0.110 0.101 0.221 0.185

---

[4]
# C5H8N2

A gas-phase ion, C5H8N2 (charge +2) in a non-equilibrium geometry (the ωB97M-V functional and the def2-TZVPD basis, the Open Molecules 2025 dataset).

Results
- Total charge: +2
- HOMO-LUMO gap (spin up / spin down): 7.2 / 7.5 eV
- ⟨S²⟩: 2.0125
- Electronic energy: -8270.81395 eV
- Spin multiplicity: 3
- LUMO (spin up / spin down): -9.33 / -13.65 eV
- Relative energy (zero: lowest compared OMol25 entry of this formula, charge and spin): 35.51 kJ/mol

CARTESIAN COORDINATES (ANGSTROEM)
C -0.6381 0.6372 -0.0506
C 0.6579 0.7315 -0.0146
C 1.5233 -0.2752 0.2370
C -3.1839 0.4164 -0.0384
C 2.9216 -0.2295 -0.0373
N -1.8607 0.5010 -0.1141
N -3.8701 -0.6530 0.0884
H 0.8518 1.7913 -0.3003
H 1.0796 -1.2344 0.6852
H -3.7105 1.4064 0.1665
H 3.3067 0.2874 -0.9998
H 3.5127 -1.1230 0.1130
H 3.1864 0.5045 0.8076
H -4.9246 -0.6185 0.0170
H -3.4431 -1.5409 0.1550

Löwdin population analysis, charges in e, atoms 1 to 8: 0.132 0.043 -0.044 -0.087 -0.009 0.255 0.277 0.211

---

[5]
# C5H8N2O

C5H8N2O in the gas phase in a non-equilibrium geometry (the ωB97M-V functional and the def2-TZVPD basis, the Open Molecules 2025 dataset).

Results
- HOMO-LUMO gap: 9.9 eV
- Electronic energy: -10335.55338 eV
- SMILES: C[C@]12CON=C[C@@H]1N2
- Spin multiplicity: 1
- LUMO: 0.74 eV
- Relative energy (zero: lowest compared OMol25 entry of this formula, charge and spin): 692.06 kJ/mol

CARTESIAN COORDINATES (ANGSTROEM)
C 1.0291 0.6126 1.3463
C 0.8353 0.5032 -0.1251
C -0.3150 1.2933 -0.4956
C -0.6455 -1.3333 0.4159
C 0.5192 -0.9665 -0.5112
H -0.0099 0.4872 1.7687
H 1.2088 1.7876 1.4779
H 1.7741 -0.1890 1.7860
H -0.2373 1.4366 -1.6014
H -0.5857 2.1015 0.1804
H -0.6815 -2.2819 1.0280
H 0.1855 -0.8473 -1.6140
H 2.0485 -0.6133 -1.6376
N -1.7088 -0.6006 0.3417
N 1.9153 -0.4229 -0.5960
O -1.7108 0.5784 -0.4238

Löwdin population analysis, charges in e, atoms 1 to 8: -0.067 -0.509 -0.091 -0.133 -0.190 0.082 0.127 0.133

---

[6]
# C5H8N2O

C5H8N2O in the gas phase in a non-equilibrium geometry (the ωB97M-V functional and the def2-TZVPD basis, the Open Molecules 2025 dataset).

Results
- HOMO-LUMO gap: 9.0 eV
- Electronic energy: -10339.57366 eV
- SMILES: C=NN(C)/C=C\C=O
- Spin multiplicity: 1
- LUMO: 0.47 eV
- Relative energy (zero: lowest compared OMol25 entry of this formula, charge and spin): 304.16 kJ/mol

CARTESIAN COORDINATES (ANGSTROEM)
C -1.7558 -0.8747 0.1019
C 0.6871 -1.1605 -0.0732
C 1.9701 -0.8686 -0.1329
C 2.4400 0.5227 -0.0750
C -1.3204 1.8621 -0.0375
H -2.3550 -0.5274 -0.7403
H -1.6397 -1.9454 0.0631
H -2.1974 -0.6014 1.0598
H 0.4051 -2.2139 -0.1031
H 2.7306 -1.6075 0.0175
H 1.6062 1.2835 -0.2009
H -1.0878 2.9403 -0.1041
H -2.3725 1.5693 0.1742
N -0.3998 -0.2694 -0.0178
N -0.3190 1.0901 -0.0872
O 3.6081 0.8008 0.1554

Löwdin population analysis, charges in e, atoms 1 to 8: -0.040 -0.087 -0.068 -0.280 -0.033 0.085 0.071 0.087

---

[7]
# C5H8N2O

A molecular structure, C5H8N2O in a non-equilibrium geometry (the ωB97M-V functional and the def2-TZVPD basis, the Open Molecules 2025 dataset).

Results
- HOMO-LUMO gap: 10.2 eV
- Electronic energy: -10339.72383 eV
- Spin multiplicity: 1
- LUMO: 0.65 eV
- Relative energy (zero: lowest compared OMol25 entry of this formula, charge and spin): 289.68 kJ/mol

CARTESIAN COORDINATES (ANGSTROEM)
C -2.3333 0.1499 -0.1399
C -0.0214 -0.6390 0.9505
C -0.3676 0.5984 0.2194
C 0.0322 -1.8971 0.3063
C 0.2261 1.9401 0.2752
N -1.2372 0.2342 -1.0203
N -1.6094 0.2703 1.0479
O -3.4825 -0.1636 -0.3350
H 0.3290 -0.4518 1.9945
H -0.4679 -1.9054 -0.7018
H -0.1973 -2.8608 0.8732
H 1.1308 -2.1313 0.0482
H -0.5393 2.6838 0.2606
H 1.0324 2.1546 -0.4661
H 0.7231 1.9291 1.2203
H -1.3272 0.8359 -1.7804

Löwdin population analysis, charges in e, atoms 1 to 8: -0.580 -0.089 -0.446 -0.097 -0.012 0.144 0.157 0.086

---

[8]
# C5H8N2O

C5H8N2O in the gas phase in a non-equilibrium geometry (the ωB97M-V functional and the def2-TZVPD basis, the Open Molecules 2025 dataset).

Results
- HOMO-LUMO gap: 10.0 eV
- Electronic energy: -10338.56389 eV
- SMILES: O[C@H]1C[C@H]2N=CN[C@@H]12
- Spin multiplicity: 1
- LUMO: 0.86 eV
- Relative energy (zero: lowest compared OMol25 entry of this formula, charge and spin): 401.59 kJ/mol

CARTESIAN COORDINATES (ANGSTROEM)
C -0.7519 -0.9154 -0.2592
C 0.4404 -1.2040 0.7441
C 0.5532 0.2759 1.2311
C 0.6580 1.4904 -0.7033
C -0.7927 0.4996 0.3623
H 0.6413 -0.9151 -1.6847
H -1.6143 -1.5041 -0.2482
H 1.3661 -1.7237 0.4929
H 0.2085 -1.8457 1.6456
H 0.6989 0.6265 2.3339
H 0.9985 1.6538 -1.9027
H -1.2088 1.4841 -1.3130
H -1.6949 0.4633 1.2378
N 1.4446 0.8162 0.0989
N -0.6565 1.6478 -0.3702
O -0.2904 -0.8494 -1.6653

Löwdin population analysis, charges in e, atoms 1 to 8: -0.211 -0.111 -0.189 -0.266 -0.352 0.049 0.113 0.105

---

[9]
# C5H8N2O

C5H8N2O in the gas phase in a non-equilibrium geometry (the ωB97M-V functional and the def2-TZVPD basis, the Open Molecules 2025 dataset).

Results
- HOMO-LUMO gap: 9.9 eV
- Electronic energy: -10338.10451 eV
- SMILES: OCCc1cc[nH]n1
- Spin multiplicity: 1
- LUMO: 1.02 eV
- Relative energy (zero: lowest compared OMol25 entry of this formula, charge and spin): 445.92 kJ/mol

CARTESIAN COORDINATES (ANGSTROEM)
C -1.9562 -0.6088 -1.0224
C -0.4779 -0.1511 -1.3619
C 0.3533 0.2741 -0.3264
C 0.0198 0.2547 1.1319
C 1.1772 0.6545 1.7293
H -1.6567 -2.3350 -0.4687
H -2.5923 -0.9411 -1.9343
H -2.6278 0.3111 -0.5223
H -0.7458 0.6824 -2.0432
H 0.0634 -0.9260 -1.8810
H -1.0451 0.1383 1.6448
H 1.6489 0.8742 2.7257
H 2.7528 1.2728 0.6695
N 2.0120 0.9510 0.7331
N 1.6261 0.7254 -0.4693
O -1.9952 -1.6690 -0.1175

Löwdin population analysis, charges in e, atoms 1 to 8: -0.243 -0.166 -0.309 -0.011 -0.103 -0.043 0.129 0.168

---

[10]
# C5H8N2O

C5H8N2O in the gas phase in a non-equilibrium geometry (the ωB97M-V functional and the def2-TZVPD basis, the Open Molecules 2025 dataset).

Results
- HOMO-LUMO gap: 9.9 eV
- Electronic energy: -10338.82528 eV
- SMILES: [H]/N=C1/NOCC12CC2
- Spin multiplicity: 1
- LUMO: 0.91 eV
- Relative energy (zero: lowest compared OMol25 entry of this formula, charge and spin): 376.37 kJ/mol

CARTESIAN COORDINATES (ANGSTROEM)
C 0.6666 1.0709 0.0362
C 0.9258 -1.1800 -0.5006
C -0.1951 -0.1347 -0.0150
C -1.5625 -0.1056 -0.5470
C -1.1815 -0.5322 0.9353
H -0.7696 2.3375 -0.0406
H 2.5896 1.1393 0.7079
H 1.1257 -1.1395 -1.5568
H 0.7926 -2.2667 -0.3562
H -1.7617 -0.8258 -1.2622
H -2.1162 0.8228 -0.7952
H -1.2869 -1.5507 1.4239
H -1.4626 0.2204 1.7034
N 0.2666 2.2922 -0.0737
N 1.9718 0.6311 0.0463
O 1.9973 -0.7792 0.2944

Löwdin population analysis, charges in e, atoms 1 to 8: -0.389 -0.121 -0.410 -0.033 -0.048 0.045 0.166 0.116

---

[11]
# C5H8N2O

A molecular structure, C5H8N2O in a non-equilibrium geometry (the ωB97M-V functional and the def2-TZVPD basis, the Open Molecules 2025 dataset).

Results
- HOMO-LUMO gap: 9.8 eV
- Electronic energy: -10335.51556 eV
- Spin multiplicity: 1
- LUMO: 0.93 eV
- Relative energy (zero: lowest compared OMol25 entry of this formula, charge and spin): 695.71 kJ/mol

CARTESIAN COORDINATES (ANGSTROEM)
C 0.1124 -0.8871 -0.0263
C -1.3089 -0.5056 -0.7242
C -1.5397 0.6476 0.3070
C 0.0505 0.7119 0.0792
C 1.5264 -0.8752 -0.5487
H 0.8658 -0.7236 1.4749
H -2.1318 -1.2240 -0.6965
H -1.1212 0.2165 -1.7174
H -1.7261 0.3885 1.4000
H -2.3209 1.3624 0.0905
H 0.3047 0.6632 -1.1279
H 1.7533 1.9041 0.6042
H 2.1213 -1.6193 -0.9348
N 1.3298 0.9983 0.4897
N 2.1088 0.0951 -0.0690
O -0.0241 -1.1527 1.3994

Löwdin population analysis, charges in e, atoms 1 to 8: -0.324 -0.107 -0.081 -0.282 -0.101 0.091 0.095 0.166

---

[12]
# C5H8N2O

C5H8N2O in the gas phase in a non-equilibrium geometry (the ωB97M-V functional and the def2-TZVPD basis, the Open Molecules 2025 dataset).

Results
- HOMO-LUMO gap: 9.2 eV
- Electronic energy: -10338.11842 eV
- SMILES: C#C[C@]1(N)[C@H](N)[C@@H]1O
- Spin multiplicity: 1
- LUMO: 0.68 eV
- Relative energy (zero: lowest compared OMol25 entry of this formula, charge and spin): 444.57 kJ/mol

CARTESIAN COORDINATES (ANGSTROEM)
C -0.0517 0.9028 -0.7972
C -0.1999 0.8776 0.6484
C -0.7071 -0.2984 -0.1294
C 0.1150 -1.4522 0.0780
C 1.1576 -1.9303 0.4835
H 2.0048 1.1147 -0.8274
H 1.4015 0.0518 -1.9130
H -0.8378 1.5290 -1.2345
H -1.0027 1.5492 1.0573
H 0.8817 0.2680 2.0787
H -2.1963 -1.5867 -0.2952
H -2.5923 -0.0049 0.3526
H 1.9260 -2.3408 1.0669
N 1.1799 0.9854 -1.5001
N -2.0478 -0.5157 -0.4630
O 0.9692 0.8507 1.3946

Löwdin population analysis, charges in e, atoms 1 to 8: -0.286 -0.277 -0.517 -0.053 0.146 0.109 0.089 0.145

---

Question: Which of these has the highest electronic energy?
Answer: number 2